# 1
The following is a DFT calculation (the ωB97M-V functional and the def2-TZVPD basis) of 2 unconnected molecules or ions with the total composition C15H17I2NO7 at a distorted geometry.

Cartesian coordinates (Å):
C -1.45133 -0.69711 -0.24318
C -2.92151 -0.61466 -0.58121
O -3.37383 -1.32588 -1.35986
O -3.80544 0.26897 0.03966
C -3.24999 1.30692 0.75798
O -2.49013 2.06791 0.33281
C -3.77352 1.44436 2.19599
C -2.78229 1.06290 3.28067
O -3.00697 1.40586 4.36503
O -1.69530 0.30969 3.00509
C -0.50010 0.77001 3.66037
C 0.63546 0.79807 2.60043
I 1.91797 -0.93498 2.86990
C 1.44535 2.09502 2.59810
C 2.06195 2.40347 3.97524
I 0.20301 3.81458 2.09489
H -0.99836 -1.37770 -0.95814
H -0.95270 0.26087 -0.38050
H -1.25950 -1.12140 0.74210
H -4.68626 0.85023 2.26580
H -4.01783 2.48808 2.36663
H -0.21304 0.12283 4.48578
H -0.59083 1.78720 4.03993
H 0.15534 0.67015 1.63582
H 2.18760 2.04719 1.80664
H 2.64438 3.31886 3.87238
H 1.27498 2.63641 4.69195
H 2.66679 1.55226 4.28704
O 1.53548 -1.68165 -1.12043
N 2.08958 -1.08391 -2.02579
O 2.72426 -0.05528 -1.88702
C 1.97798 -1.64164 -3.38095
C 1.23171 -2.79014 -3.58038
C 1.10961 -3.30038 -4.86267
C 1.73442 -2.66384 -5.92658
C 2.48783 -1.51774 -5.71015
C 2.61186 -1.00049 -4.43092
H 0.74415 -3.28782 -2.75442
H 0.52417 -4.19374 -5.03341
H 1.63292 -3.06172 -6.92835
H 2.97590 -1.02508 -6.54031
H 3.19622 -0.10671 -4.26599

## Properties
* DFT total energy: -1758.5191 a.u.
* LUMO level: -0.024 Eh
* SMILES string: CC(=O)OC(=O)CC(=O)OC[C@H](I)[C@H](C)I.O=[N+]([O-])c1ccccc1
* charge: 0
* E_HOMO: -9.519 eV
* frontier orbital gap: 8.86 eV



# 2
The following is a DFT calculation (the ωB97M-V functional and the def2-TZVPD basis) of a molecular structure, C6H14N3Pb at a distorted geometry.

Cartesian coordinates (Å):
C 2.16210 1.22091 -2.42624
Pb 1.52159 2.03239 -0.31769
N 1.36505 1.64278 2.28384
H 0.88567 3.73648 -0.52666
H 0.36173 1.73283 2.42755
H 2.86644 1.20147 -1.43526
H 2.39244 2.10163 -3.03087
H 1.05635 1.09664 -2.29288
H 2.46365 0.30147 -2.93040
H 1.64764 0.71647 2.60754
H 1.83263 2.35320 2.83672
N -2.88751 -2.82616 0.48617
C -1.92370 -1.88674 0.32022
C -2.23953 -0.50709 0.32975
C -1.24598 0.41949 0.09505
N 0.05735 0.06686 -0.10119
C 0.38198 -1.26005 -0.07073
C -0.56414 -2.25225 0.14553
H -3.86681 -2.56011 0.58911
H -2.67695 -3.81975 0.45649
H -3.26697 -0.19111 0.52456
H -1.47809 1.49268 0.06454
H 1.43337 -1.51145 -0.22667
H -0.27830 -3.30060 0.19150

## Properties
* DFT total energy: -593.8064 a.u.
* LUMO level: -0.114 Eh
* charge: +1
* E_HOMO: -10.579 eV
* relative energy (zero: lowest compared OMol25 entry of this formula, charge and spin): 0.0 kcal per mole
* frontier orbital gap: 7.47 eV



# 3
The following is a DFT calculation (the ωB97M-V functional and the def2-TZVPD basis) of 5 unconnected molecules or ions with the total composition H10O5.

Cartesian coordinates (Å):
O 0.58625 0.80493 2.10428
H -0.02348 0.82275 1.36662
H 1.25087 0.16439 1.85085
O -3.87581 3.44281 1.62899
H -3.34067 2.67157 1.44183
H -4.72769 3.08793 1.88311
O -1.46841 0.43303 -0.68157
H -0.96079 -0.24960 -1.12040
H -2.18562 0.62465 -1.28583
O 1.12586 -2.52582 -2.20642
H 1.22743 -3.33646 -1.70764
H 1.74645 -2.61008 -2.93029
O 3.37139 -1.03568 0.22555
H 4.28650 -0.87636 -0.00552
H 2.98767 -1.41812 -0.56360

## Properties
* DFT total energy: -382.1806 a.u.
* LUMO level: 0.007 Eh
* SMILES string: O.O.O.O.O
* charge: 0
* E_HOMO: -10.816 eV
* relative energy (zero: lowest compared OMol25 entry of this formula, charge and spin): 27.4 kcal per mole
* frontier orbital gap: 11.00 eV



The lowest LUMO level belongs to which entry?
C6H14N3Pb



Number 1 is which compound?
C15H17I2NO7



Which value of LUMO level does entry 2 give?
-0.114 Eh



The highest frontier orbital gap belongs to which entry?
H10O5